Record 1
Entry from the OMol25 dataset: a molecular structure, C23H56BF10FeNO25S9 (ωB97M-V/def2-TZVPD).

Geometry as XYZ:
```
126
Properties=species:S:1:pos:R:3:forces:R:3
Fe 18.66627 15.14751 -12.60570 0.27 -1.45 0.67
B 16.27776 13.94712 -12.61400 -0.71 -0.22 0.46
F 15.60586 14.53595 -13.66129 0.03 -0.26 0.02
F 16.81368 14.99141 -11.78179 -0.44 1.10 0.62
F 15.58307 13.07147 -11.83840 0.10 0.09 -0.51
F 17.53373 13.41050 -13.06779 0.35 -0.39 -1.08
C 21.90200 18.01685 -12.11166 -0.69 -0.22 -0.47
F 21.95885 17.57763 -13.37497 0.06 -0.45 0.07
F 23.11740 18.16682 -11.64957 0.33 -0.13 0.30
F 21.26440 19.15493 -12.12776 -0.06 0.44 0.19
S 20.96701 16.75472 -11.05520 -0.09 -2.58 -0.97
O 21.43044 15.42175 -11.38623 -0.01 1.46 -0.41
O 21.07998 17.10922 -9.68322 -0.41 0.69 -0.25
N 19.34115 16.82332 -11.78426 2.71 1.08 0.98
S 18.54646 17.80281 -10.79633 -2.16 1.29 3.45
O 18.00117 17.09579 -9.64628 0.23 0.26 -1.72
O 19.25169 19.02074 -10.43883 -0.41 -0.77 -1.19
C 17.06024 18.42984 -11.78615 0.18 -0.34 0.33
F 16.36726 17.49066 -12.42404 0.37 -0.23 -0.21
F 16.24958 18.97993 -10.90082 -0.07 0.26 0.33
F 17.45028 19.34444 -12.64949 0.22 0.22 -0.38
O 18.36826 11.61930 -10.01002 0.66 0.99 0.14
S 19.13622 12.83373 -9.92171 0.57 0.14 0.38
O 19.08482 13.79949 -10.99645 0.18 -0.46 0.74
O 18.76171 13.69160 -8.61741 -0.15 -0.98 -1.35
C 18.14838 13.04205 -7.50196 -0.22 0.27 2.40
C 17.11157 14.00746 -6.88245 0.79 -0.16 -0.63
C 20.89687 12.48250 -9.59699 -0.98 1.20 -0.47
H 18.91770 12.84477 -6.74819 0.31 0.28 -0.19
H 17.71946 12.05161 -7.64666 -0.11 0.20 -0.99
H 17.43602 15.03832 -7.03041 -0.04 -0.02 -0.33
H 17.08269 13.90826 -5.79873 -0.36 -0.48 -0.05
H 16.16328 13.83674 -7.38350 -0.25 0.26 0.33
H 21.42072 12.37095 -10.54625 -0.28 -0.88 -0.04
H 20.89947 11.68924 -8.85920 0.42 -0.18 -0.18
H 21.33156 13.42158 -9.24929 -0.30 -0.06 0.49
O 15.52633 25.39780 -14.09757 1.06 -0.77 0.10
S 14.92389 24.89538 -12.90872 -2.17 0.23 0.04
O 13.68133 24.15313 -13.03832 1.30 0.20 0.39
O 15.95477 24.04878 -11.96888 -0.88 1.25 -1.35
C 15.45977 23.76790 -10.63734 0.58 -1.27 -0.18
C 16.07821 22.41800 -10.25500 -0.12 1.14 1.41
C 14.58263 26.33219 -11.91815 0.33 -0.37 0.48
H 14.37310 23.68412 -10.61870 -0.01 0.11 -0.19
H 15.78233 24.56934 -9.97321 0.07 -0.02 -0.02
H 15.56227 21.55977 -10.66934 0.11 0.03 -0.22
H 15.99267 22.40894 -9.16191 -0.22 -0.48 0.00
H 17.15781 22.40573 -10.39624 -0.07 -0.08 -0.54
H 13.94056 26.00418 -11.10346 0.21 0.22 0.21
H 14.07489 27.11380 -12.47470 -0.02 -0.32 -0.42
H 15.55736 26.70503 -11.60548 -0.14 0.08 0.30
O 22.10171 23.02272 -16.74205 0.10 0.70 -0.24
S 23.07919 22.01783 -16.95339 -0.98 -2.61 0.83
O 24.48907 22.25652 -16.93986 -0.32 0.02 -0.28
O 22.71056 20.92662 -15.76623 1.38 1.10 -1.80
C 23.62353 19.79493 -15.65987 -0.81 -0.44 0.74
C 24.31402 19.89858 -14.32110 -0.74 -0.02 0.40
C 22.53550 21.05306 -18.42373 -0.50 1.29 0.64
H 24.36923 19.61676 -16.43779 -0.32 0.76 -0.42
H 22.88170 18.99483 -15.72465 0.51 -0.49 0.31
H 23.55687 20.16964 -13.58137 0.03 -0.06 0.06
H 25.03779 20.71099 -14.30175 0.25 -0.22 -0.16
H 24.72526 18.93643 -14.01355 0.33 0.14 -0.10
H 22.69153 21.75449 -19.24232 0.39 -0.40 -0.27
H 21.45225 20.98243 -18.32246 0.04 0.03 0.28
H 22.91857 20.04642 -18.54642 0.61 0.25 0.06
O 23.80495 21.43674 -9.31381 -1.07 0.46 0.38
S 22.43252 21.88098 -9.22473 0.08 -1.38 -1.29
O 22.07713 23.16611 -8.69250 0.13 -0.55 -0.30
O 21.88859 21.72429 -10.77947 0.96 0.93 1.06
C 20.80856 22.57939 -11.14615 -1.77 0.05 -0.47
C 20.55220 22.51499 -12.65051 1.35 -0.89 0.15
C 21.42719 20.58192 -8.47805 0.37 0.46 0.73
H 20.91407 23.62620 -10.86201 0.55 -0.17 0.31
H 19.91438 22.19905 -10.63670 -0.03 0.08 0.07
H 19.56760 22.87849 -12.92666 0.05 0.20 0.04
H 20.67164 21.48103 -12.98608 -0.42 -0.05 0.07
H 21.36416 23.01740 -13.17953 -0.30 0.41 -0.08
H 21.34139 20.80300 -7.41211 -0.03 0.25 -0.05
H 21.92874 19.61883 -8.51831 0.04 0.06 -0.53
H 20.44096 20.54857 -8.93155 0.07 0.05 -0.14
O 23.01369 17.12395 -4.43988 -0.50 0.62 -0.20
S 22.25447 18.13349 -5.13293 -0.31 0.18 -1.12
O 22.42754 19.53331 -4.81494 -0.08 -1.04 -0.06
O 22.49042 17.94045 -6.74018 -0.26 0.17 1.89
C 23.86989 18.12120 -7.13455 -0.38 -0.71 -1.45
C 23.95709 17.34329 -8.46021 0.65 -0.47 -0.06
C 20.50129 17.76058 -5.16109 -0.27 -0.09 0.00
H 24.54862 17.66421 -6.41576 -0.14 0.24 0.21
H 24.03387 19.19107 -7.26570 0.29 -0.09 0.12
H 23.22737 16.53795 -8.53430 -0.28 0.20 0.45
H 24.90262 16.79742 -8.51610 0.21 0.40 -0.12
H 23.82943 17.93014 -9.36592 0.13 0.31 0.20
H 20.04553 18.17469 -4.26395 0.20 0.08 0.05
H 20.26475 16.69945 -5.21482 0.56 -0.10 0.12
H 20.03235 18.20420 -6.03845 0.32 0.32 0.02
O 20.28680 14.04849 -13.40522 -0.60 0.07 -0.30
S 21.24799 13.10812 -13.88066 0.99 -0.53 -2.48
O 22.24567 12.56892 -13.02753 -0.04 -0.10 0.63
O 20.44602 11.92604 -14.60288 -0.39 1.01 0.69
C 21.17999 10.72206 -14.88827 1.36 -0.60 0.63
C 21.30567 9.76308 -13.70741 -0.66 -0.51 0.62
C 22.06321 13.88766 -15.30055 -0.72 0.20 0.74
H 22.20691 11.01237 -15.12250 -0.13 0.01 -0.50
H 20.72920 10.22725 -15.74176 -0.29 0.43 -0.07
H 20.95137 8.75717 -13.94006 0.15 0.04 -0.35
H 20.67396 10.03299 -12.85783 0.02 0.38 -0.13
H 22.32167 9.67650 -13.32891 0.03 0.15 -0.11
H 22.65906 13.17888 -15.86587 -0.04 -0.11 0.11
H 22.67403 14.70220 -14.91434 0.09 -0.13 0.12
H 21.26022 14.31959 -15.89498 0.05 -0.15 -0.15
O 11.72893 16.49818 -12.08563 0.72 0.27 -0.95
S 11.84743 17.18730 -13.35058 -1.95 1.16 0.40
O 10.82986 16.98369 -14.35155 0.79 0.23 0.57
O 11.80005 18.80585 -13.00472 0.03 -1.26 -1.09
C 12.23164 19.19013 -11.69062 0.31 -0.17 -0.02
C 12.24789 20.70418 -11.56042 0.19 -0.78 0.81
C 13.39965 16.94002 -14.17306 -0.57 -0.18 0.63
H 13.24284 18.78192 -11.58528 -0.10 0.06 0.53
H 11.54015 18.72919 -10.98420 0.27 0.04 0.14
H 11.25864 21.10484 -11.76742 0.24 0.31 -0.47
H 13.10216 21.13630 -12.07674 -0.46 0.28 -0.52
H 12.43524 20.90645 -10.50101 -0.05 -0.01 0.06
H 13.36676 17.50419 -15.09911 0.09 0.15 0.09
H 13.35358 15.87170 -14.38311 0.40 -0.01 0.01
H 14.20888 17.19939 -13.49574 0.09 -0.09 -0.20
```
Positions in Å, forces in eV/Å.

Calculated values
Net charge: 0
Lowest unoccupied orbital energy (alpha / beta), eV: -0.639 / -1.125
E, hartree: -8716.6725
<S²>: 6.006
Energy above the lowest of the compared OMol25 structures with the same formula, charge and spin, eV: 0.000
2S+1: 5

---

Record 2
Entry from the OMol25 dataset: 3 unconnected molecules or ions with the total composition C23H56BrFN8O7P2 (ωB97M-V/def2-TZVPD).

Geometry as XYZ:
```
98
Properties=species:S:1:pos:R:3:forces:R:3
C -1.69069 -4.69243 -0.71225 0.34 0.00 0.40
O -2.25525 -3.67219 0.07222 -0.42 -0.31 0.21
C -3.21223 -2.88730 -0.61164 1.09 -0.20 0.72
C -2.50238 -1.81392 -1.39500 -1.19 0.25 -1.29
O -2.43436 -2.34137 -2.73395 -0.13 0.22 0.43
C -1.35989 -1.89406 -3.51618 -0.27 -0.65 -0.39
C -1.87423 -1.62345 -4.91836 0.80 -0.94 0.03
C -1.92085 -0.21906 -5.27635 3.61 -6.56 -3.84
O -2.41885 0.59199 -4.73553 -5.26 8.44 5.84
F -1.30787 0.04969 -6.41926 1.35 0.15 -2.15
C -3.19762 -0.42265 -1.42622 0.80 0.25 0.70
C -2.20551 0.71389 -1.23408 -0.15 0.00 0.64
C -1.46089 0.56739 0.09663 -0.27 -0.25 -0.80
C -0.01458 0.33074 -0.17164 -0.30 -0.16 0.65
Br 0.88749 -0.32596 1.41745 0.27 0.17 -0.10
N -4.25062 -0.21878 -0.44745 0.19 -0.01 -0.34
C -5.54930 -0.62556 -0.87440 -0.69 0.98 0.81
O -6.19963 -1.27114 0.23576 0.26 -0.75 -0.12
N -6.90480 -2.40812 -0.25764 0.26 0.20 -0.72
O -6.84721 -3.30420 0.46970 -0.24 -0.13 0.66
H -2.07974 -4.73903 -1.70886 -0.24 0.20 -0.67
H -1.84172 -5.65445 -0.26486 -0.32 -0.62 0.50
H -0.62933 -4.54945 -0.73453 0.80 0.15 -0.30
H -3.77225 -3.51027 -1.27950 -0.57 -0.28 -0.56
H -3.86657 -2.52388 0.15112 -0.38 0.36 0.40
H -1.49731 -1.70965 -1.03874 0.54 -0.07 0.52
H -0.66188 -2.70549 -3.62101 0.56 -0.56 0.16
H -0.81009 -1.07542 -3.09420 0.04 0.76 0.26
H -1.30257 -2.17586 -5.63147 0.43 -0.32 -0.55
H -2.87168 -1.99221 -4.98046 -0.88 -0.36 0.04
H -3.61425 -0.26815 -2.39494 -0.53 -0.17 -0.83
H -2.80216 1.59326 -1.16509 -0.51 0.81 -0.19
H -1.54796 0.85957 -2.07032 0.51 -0.16 -0.47
H -1.91084 -0.25292 0.61864 0.01 -0.61 0.61
H -1.58461 1.42370 0.71642 -0.09 0.76 0.53
H 0.39427 1.24362 -0.54203 0.83 0.53 -0.03
H 0.09892 -0.40814 -0.92660 0.31 -0.68 -0.54
H -4.02695 -0.56086 0.46884 -0.05 -0.06 0.25
H -6.12522 0.25432 -1.09286 -0.52 0.54 -0.21
H -5.55666 -1.22112 -1.76861 0.13 -0.80 -0.30
C 4.31345 1.71531 -3.42539 0.34 0.02 -0.50
N 2.96724 1.22066 -3.20931 -0.23 -0.57 -0.06
C 3.03135 0.07240 -2.30745 -0.52 -0.08 0.24
P 1.69783 1.18444 -4.38345 2.39 5.97 1.66
O 0.49620 1.14426 -3.46575 -0.16 -3.11 -1.68
N 1.43678 2.77718 -5.04371 -0.09 -0.07 -0.01
C 2.30881 3.88641 -4.71394 0.52 -0.08 -0.15
C 0.05230 3.24274 -5.05593 -0.11 -0.17 0.18
N 2.74869 0.75995 -5.73439 -2.20 -2.10 -0.15
C 2.42072 1.26846 -7.07960 -0.02 0.32 -0.19
C 2.81622 -0.72356 -5.86268 0.46 -0.04 0.48
H 4.91605 1.06796 -4.07726 -0.03 0.01 0.01
H 4.82864 1.78144 -2.46562 -0.14 -0.12 0.10
H 4.33211 2.72149 -3.83042 -0.09 -0.12 -0.12
H 3.57933 -0.78091 -2.73482 0.08 0.11 0.02
H 2.03062 -0.26817 -2.04563 -0.02 0.03 -0.09
H 3.52158 0.35593 -1.37532 0.04 0.03 -0.01
H 2.36346 4.07313 -3.63291 0.07 0.05 -0.03
H 1.95242 4.79776 -5.19647 -0.20 -0.05 0.01
H 3.31633 3.73666 -5.11004 -0.03 -0.06 0.11
H -0.25983 3.63318 -4.08017 -0.09 -0.02 0.00
H -0.62881 2.44838 -5.33764 -0.08 -0.09 0.06
H -0.05934 4.03852 -5.79628 0.16 0.02 -0.01
H 1.38387 1.07674 -7.35948 -0.03 0.00 -0.09
H 3.06931 0.78389 -7.81290 0.02 -0.23 0.18
H 2.61576 2.33141 -7.16259 -0.12 0.07 0.21
H 1.85766 -1.14865 -6.17161 0.01 -0.02 -0.15
H 3.09342 -1.18369 -4.91093 -0.03 0.10 0.05
H 3.57449 -1.01097 -6.58873 0.03 0.09 -0.04
C 0.47648 2.49971 6.67345 -0.19 -0.03 0.55
N 0.71099 1.41060 5.74806 -0.28 -0.39 -0.19
C -0.24953 1.48706 4.65088 0.09 -0.32 -0.36
P 1.18937 -0.20118 6.16585 4.05 4.81 1.46
O 1.81262 -0.62746 4.86498 -2.65 -2.16 0.21
N 2.64399 -0.20574 7.12770 0.01 -0.07 0.06
C 3.24349 1.02315 7.60375 -0.31 0.27 0.30
C 3.68717 -1.11797 6.67363 -0.06 -0.07 -0.23
N 0.19632 -0.27025 7.62263 -0.82 -2.49 -1.42
C 0.67135 -1.06112 8.77262 0.25 0.04 0.24
C -1.14769 -0.81482 7.27919 -0.22 0.59 -0.19
H -0.42993 2.36847 7.28155 0.03 0.00 -0.01
H 0.36023 3.42860 6.11173 -0.03 -0.09 -0.18
H 1.31529 2.67172 7.34189 -0.06 -0.19 0.03
H -1.28577 1.34003 4.99421 0.03 0.14 -0.01
H -0.03078 0.72972 3.90075 0.02 -0.02 0.05
H -0.19571 2.45680 4.15233 0.07 0.05 0.09
H 3.48908 1.71644 6.78758 0.00 0.06 0.08
H 4.16328 0.80472 8.14949 0.05 -0.15 -0.11
H 2.60060 1.52774 8.33031 -0.05 0.03 -0.14
H 4.27091 -0.69943 5.84590 0.02 -0.10 -0.05
H 3.26383 -2.06515 6.34782 0.00 0.03 -0.10
H 4.36856 -1.33609 7.50029 -0.06 0.12 0.09
H 0.96595 -2.07380 8.49298 0.01 -0.08 0.08
H -0.12761 -1.12916 9.51463 -0.19 0.02 -0.21
H 1.50393 -0.57888 9.27212 0.14 0.03 -0.20
H -1.09676 -1.86529 6.98181 -0.05 -0.07 0.11
H -1.59343 -0.25682 6.45265 0.11 0.02 -0.01
H -1.82505 -0.72508 8.12684 0.06 0.04 0.07
```
Positions in Å, forces in eV/Å.

Calculated values
SMILES: COC[C@@H](OCCC(=O)F)[C@H](CCCBr)NCON=O.CN(C)P(=O)(N(C)C)N(C)C.CN(C)P(=O)(N(C)C)N(C)C
Net charge: 0
Lowest unoccupied orbital energy, eV: 0.161
E, hartree: -5231.0376